27
Properties=species:S:1:pos:R:3 method="wB97M-V/def2-TZVPD" multiplicity=2 e_homo_ev="-12.921 / -13.630" energy_ev=-13132.9486 total_charge=+1 s_squared=0.77 orbital_gap_ha="0.3396 / 0.2485"
C 1.53 3.29 0.44
C -0.60 2.04 -0.34
C 0.77 2.09 0.01
C 0.19 -0.01 -0.55
C 1.26 0.78 -0.09
C 0.38 -1.35 -0.79
C 2.50 0.21 0.26
C 1.67 -1.88 -0.54
C 2.72 -1.13 -0.04
N -0.93 0.81 -0.64
H -1.33 2.83 -0.42
H -1.82 0.49 -0.99
H 2.42 3.49 -0.18
H 1.98 3.05 1.41
H -0.43 -2.05 -0.91
H 3.29 0.83 0.66
H 1.82 -2.88 -0.90
H 3.66 -1.51 0.29
H 0.90 4.17 0.45
C -3.71 -2.22 0.10
C -3.52 -2.30 1.62
H -4.72 -1.84 -0.10
H -3.00 -1.53 -0.36
H -3.61 -3.21 -0.35
H -2.98 -1.42 1.98
H -4.47 -2.35 2.15
H -2.95 -3.16 1.99